Entry 1:
ORCA calculation (the ωB97M-V functional and the def2-TZVPD basis) on a 6-piece molecular cluster, C36H55N3O21S overall in a non-equilibrium geometry.

The geometry in XYZ format:
```
116
Properties=species:S:1:pos:R:3:forces:R:3
C 0.529273 -0.464158 2.265486 -0.7 0.4 0.2
C -0.877768 -0.219622 1.671927 1.1 -0.4 -0.1
C -0.984208 -0.785088 0.242928 -0.2 0.0 0.9
N -1.258036 0.235862 -0.743502 -0.1 -0.4 -0.4
C -2.436481 1.053087 -0.513699 -0.3 -0.1 0.4
C -3.650626 0.349743 0.119263 0.4 0.5 0.4
C -4.953909 1.090609 -0.176752 -0.4 -0.9 0.2
C -5.936266 1.052654 1.007843 0.5 0.0 0.3
C -5.948540 2.342690 1.791121 -0.2 0.5 -0.4
O -4.627001 2.592810 2.320884 0.0 -1.1 -0.1
C -4.594036 2.934515 3.628398 0.5 -0.1 0.0
C -3.656586 2.146406 4.487337 0.6 -0.1 -0.8
O -5.253227 3.826411 4.053030 -1.1 0.9 0.5
C -0.750341 0.075405 -2.057154 0.0 0.0 -0.3
N -1.035567 -1.203509 -2.770475 0.0 0.2 -0.2
C -1.041498 -0.966352 -4.230339 -0.1 -0.6 0.2
C -2.368166 -1.658914 -2.443971 0.1 -0.2 0.3
C -2.449993 -2.992799 -1.796540 0.2 -0.2 0.4
O -3.349980 -1.034758 -2.741032 -0.4 0.4 -0.2
C 0.791432 0.432049 -2.134536 0.1 1.1 0.0
O 1.339878 0.582497 -0.857988 -0.1 -0.5 -0.3
O 1.540159 -0.462426 -2.957694 -0.1 0.0 0.3
C 2.201323 -1.517939 -2.382314 0.2 -0.7 0.0
O 1.431358 -2.184214 -1.428279 0.2 0.1 -0.1
S 3.845175 -0.947474 -1.720703 0.1 0.3 0.3
C 0.923430 1.813589 -2.788544 0.2 0.1 -0.6
C 1.603562 2.036885 -3.984549 -0.2 0.6 0.1
C 1.711219 3.349671 -4.454120 -0.3 -0.1 0.7
C 1.137698 4.375813 -3.704852 0.1 -0.3 -0.2
N 0.468789 4.183732 -2.562952 0.2 -0.3 -0.1
C 0.377677 2.925643 -2.131309 0.1 -0.2 -0.1
H 0.513868 -1.342673 2.900440 0.3 -0.3 -0.1
H 0.758901 0.379296 2.908185 0.3 0.0 0.2
H 1.277958 -0.529962 1.485315 0.2 -0.1 0.0
H -1.589964 -0.713738 2.322592 -0.3 0.2 0.1
H -1.047717 0.851631 1.700894 -0.3 0.1 -0.2
H -1.749058 -1.565214 0.274199 -0.2 0.0 -0.3
H -0.057044 -1.295678 0.020728 0.1 0.1 -0.4
H -2.172724 1.840394 0.198700 0.0 0.3 -0.1
H -2.769025 1.562813 -1.413575 0.3 -0.2 -0.4
H -3.504008 0.391410 1.196888 0.1 -0.2 0.2
H -3.704544 -0.697810 -0.153312 -0.2 -0.1 -0.2
H -5.443952 0.563574 -0.991959 0.1 0.3 -0.4
H -4.754688 2.119639 -0.464836 0.0 0.2 -0.1
H -5.646051 0.258948 1.697548 0.0 -0.2 0.0
H -6.943158 0.809349 0.679154 -0.2 0.2 0.0
H -6.223703 3.156955 1.121778 0.0 0.2 0.0
H -6.660903 2.341183 2.611020 -0.1 -0.1 0.1
H -2.868305 1.721810 3.872249 0.1 -0.1 0.0
H -3.221845 2.796313 5.233658 0.0 0.0 0.3
H -4.170505 1.314886 4.958762 -0.2 0.0 0.1
H -1.230047 0.845514 -2.662151 -0.1 0.2 0.1
H -1.654889 -0.107259 -4.505245 0.1 0.2 -0.1
H -1.491677 -1.837919 -4.702273 0.0 -0.1 -0.1
H -0.029979 -0.894406 -4.608988 0.1 0.3 0.0
H -1.600954 -3.185727 -1.151008 0.2 0.0 0.0
H -3.372784 -3.107550 -1.239124 -0.2 0.0 0.0
H -2.433870 -3.774072 -2.547040 0.0 0.1 -0.3
H 2.119410 1.139696 -0.975600 0.2 0.0 0.5
H 2.445991 -2.204336 -3.190040 0.0 0.1 -0.2
H 2.044892 -2.644224 -0.847511 -0.1 0.0 0.2
H 4.483175 -2.125257 -1.694186 -0.1 -0.1 -0.2
H 2.060464 1.233835 -4.538556 0.0 -0.2 0.0
H 2.244021 3.577440 -5.362593 0.1 0.0 -0.1
H 1.230547 5.395524 -4.053508 -0.1 0.1 0.1
H -0.150056 2.758622 -1.199946 -0.1 0.1 0.1
O 3.425263 2.014280 0.355452 0.2 0.1 -0.1
C 2.941907 2.862977 1.044897 -0.2 0.1 0.0
O 3.256461 4.172631 0.967641 0.0 0.0 0.0
C 2.306562 4.904868 1.760086 -0.1 0.1 0.1
C 1.834955 3.848391 2.739619 -0.1 0.2 0.1
O 2.016774 2.641343 1.986595 0.0 0.0 0.0
H 2.785780 5.755008 2.236831 0.2 -0.1 -0.1
H 1.508956 5.259241 1.106195 0.0 -0.1 0.0
H 2.456304 3.798107 3.634939 0.0 0.0 0.0
H 0.794656 3.958383 3.031650 0.0 -0.1 -0.1
O 8.258473 3.963403 -3.363802 0.1 0.0 0.0
C 7.368884 3.793445 -2.597490 0.0 0.0 0.0
O 6.149971 4.377979 -2.686256 0.0 0.0 0.0
C 5.279933 3.758848 -1.728208 -0.1 -0.1 0.0
C 6.261999 3.216658 -0.715647 -0.1 -0.1 0.2
O 7.431348 2.986083 -1.509226 -0.1 0.1 0.0
H 4.590934 4.483566 -1.306369 0.1 0.1 -0.1
H 4.712255 2.967182 -2.220840 0.0 0.0 0.0
H 6.503700 3.944241 0.062506 0.0 0.0 0.0
H 5.924653 2.294765 -0.252102 0.1 -0.1 -0.1
O -1.291511 -0.087713 4.838657 0.0 0.1 0.1
C -1.480124 -1.188966 5.240816 0.0 0.0 0.0
O -1.224108 -2.316979 4.541275 0.0 0.0 0.0
C -1.349634 -3.436133 5.424213 0.0 -0.1 0.1
C -2.271398 -2.891177 6.497255 0.0 -0.1 0.0
O -1.981655 -1.489281 6.462893 0.0 0.0 0.0
H -1.760088 -4.291532 4.894944 0.0 0.1 -0.1
H -0.360925 -3.691141 5.808462 0.0 0.0 0.0
H -3.325665 -3.037320 6.255901 0.0 0.0 0.0
H -2.070665 -3.295008 7.485675 0.1 0.1 0.0
O -3.002311 -5.916902 -2.161302 0.0 -0.2 0.0
C -2.762208 -6.333419 -3.246247 0.0 -0.1 0.0
O -3.142895 -7.545606 -3.712649 0.0 0.0 -0.1
C -2.877422 -7.592567 -5.118105 0.0 0.0 -0.1
C -1.785422 -6.552973 -5.273229 0.1 0.0 -0.1
O -2.067487 -5.656911 -4.194217 0.0 0.0 0.0
H -2.567651 -8.591708 -5.411521 0.0 0.0 0.2
H -3.788198 -7.325272 -5.656257 0.0 0.0 0.0
H -0.787326 -6.970239 -5.130708 0.0 0.0 0.0
H -1.821480 -6.025936 -6.222666 0.0 0.1 0.1
O 3.865646 -3.219480 4.184778 0.0 -0.1 0.0
C 4.301558 -2.358306 3.492535 0.0 0.1 0.0
O 5.603796 -1.979984 3.461435 0.0 0.0 0.0
C 5.782457 -1.085566 2.356787 0.0 0.1 -0.1
C 4.383747 -0.542112 2.149594 0.0 0.2 -0.1
O 3.572821 -1.619195 2.627955 0.0 -0.1 0.0
H 6.512917 -0.319869 2.604733 0.0 -0.1 0.1
H 6.138918 -1.656825 1.497407 0.0 0.0 0.0
H 4.180989 0.343096 2.755894 0.0 0.0 0.0
H 4.149036 -0.322202 1.111648 -0.1 -0.1 0.0
```
Positions in Å, forces in eV/Å.

frontier orbital gap = 7.99 eV
SMILES string = CCCN(CCCCCOC(C)=O)[C@H](N(C)C(C)=O)[C@@](O)(O[C@H](O)S)c1cccnc1.O=C1OCCO1.O=C1OCCO1.O=C1OCCO1.O=C1OCCO1.O=C1OCCO1
2S+1 = 1
total charge = 0
HOMO level = -7.76 eV

***

Entry 2:
ORCA calculation (the ωB97M-V functional and the def2-TZVPD basis) on C36H55N4OP2PtSe as an isolated structure in a non-equilibrium geometry.

The geometry in XYZ format:
```
100
Properties=species:S:1:pos:R:3:forces:R:3
C 1.938830 -1.759799 -1.803679 0.6 -0.9 -0.6
C 1.954623 0.430073 -2.734548 0.4 0.4 0.8
C 2.786278 -2.224881 -2.826499 -1.3 -0.4 1.2
C 2.654444 -0.070636 -3.885390 -0.4 -0.1 -0.1
C 3.028641 -1.382892 -3.922902 0.8 0.5 0.2
H 3.110779 -3.266872 -2.794430 -0.1 0.4 -0.2
H 2.862829 0.643250 -4.691410 0.0 -0.5 0.3
H 3.651701 -1.753711 -4.729800 -0.2 0.0 -0.1
N 1.546007 -0.482790 -1.757652 0.0 0.1 -1.2
P -0.254970 -2.289218 -0.023413 -0.1 -1.2 -0.5
P 1.085283 2.305990 -0.941020 0.9 0.8 -1.4
C 1.398435 -2.723096 -0.728409 0.6 0.1 -0.5
H 1.316940 -3.708772 -1.197954 0.1 0.0 0.2
H 2.133410 -2.819155 0.093702 -0.3 0.1 -0.3
C 1.849263 1.796632 -2.489398 -1.8 -0.7 -0.3
H 2.208560 2.434817 -3.292540 -0.1 0.3 0.4
C -0.353374 3.578655 -1.003210 0.0 0.3 -0.3
C 2.689162 3.149816 -0.332206 -0.7 0.2 0.9
C -1.455473 -3.223352 -1.238120 -0.1 0.0 0.3
C -0.239196 -3.334894 1.596335 -0.1 0.2 -0.2
C -1.673551 3.015234 -0.449767 0.3 -0.2 0.3
H -1.531091 2.559387 0.537984 -0.1 0.2 -0.4
H -2.394942 3.836282 -0.337213 0.2 0.0 -0.2
H -2.122813 2.257674 -1.094183 0.2 0.2 0.1
C -0.039071 4.815279 -0.141881 -0.1 0.2 -0.2
H 0.034008 4.540497 0.919555 0.0 0.1 -0.3
H 0.869696 5.341755 -0.452724 -0.3 -0.1 0.2
H -0.879848 5.519129 -0.238190 0.2 -0.1 0.0
C -0.619211 3.945118 -2.471295 0.0 0.3 0.0
H -1.457420 4.654784 -2.502598 0.1 -0.1 0.0
H 0.232092 4.423719 -2.964375 -0.1 -0.1 0.0
H -0.919679 3.064482 -3.053248 0.2 0.2 0.1
C 2.562127 3.635073 1.130081 0.4 0.3 0.1
H 1.937044 2.980482 1.748783 0.0 0.0 -0.1
H 3.565634 3.640959 1.579358 -0.3 0.0 0.0
H 2.182859 4.658398 1.198535 0.0 -0.3 0.1
C 3.889055 2.182160 -0.376295 -0.2 0.0 -0.2
H 3.744340 1.293731 0.246068 0.1 0.2 -0.1
H 4.105228 1.869494 -1.398791 0.0 0.0 0.1
H 4.754689 2.739078 0.008001 -0.1 -0.2 -0.1
C 2.964111 4.329690 -1.305650 0.3 0.1 -0.2
H 2.161242 4.525553 -2.032649 0.2 -0.1 0.3
H 3.143057 5.256657 -0.740063 0.0 -0.3 -0.2
H 3.867162 4.124261 -1.898349 -0.3 0.1 0.2
C -1.660561 -3.396125 2.184863 0.1 -0.1 0.2
H -1.582013 -3.855807 3.181820 -0.1 0.2 -0.2
H -2.093555 -2.392829 2.301226 0.1 -0.3 0.0
H -2.338752 -4.026596 1.599431 0.2 0.2 0.1
C 0.663798 -2.646041 2.626214 0.0 0.1 0.2
H 1.709791 -2.594055 2.300533 -0.2 0.1 0.0
H 0.298886 -1.646160 2.886674 0.1 -0.2 -0.2
H 0.644477 -3.256855 3.542694 0.0 0.2 -0.2
C 0.319336 -4.762563 1.430939 -0.1 -0.1 0.1
H 0.513200 -5.147578 2.441917 0.1 0.1 -0.2
H -0.386015 -5.457162 0.971742 0.3 0.2 0.1
H 1.265127 -4.784869 0.878004 -0.2 -0.1 0.1
C -1.089702 -2.931438 -2.707091 -0.1 0.2 0.1
H -1.673111 -3.612994 -3.348173 0.1 0.3 0.2
H -1.326731 -1.905996 -3.007102 0.2 -0.1 0.1
H -0.030582 -3.129534 -2.899052 -0.1 0.1 -0.1
C -2.879191 -2.762915 -0.897742 -0.2 0.3 0.1
H -2.957209 -1.675157 -0.862969 0.0 -0.6 0.0
H -3.585428 -3.131023 -1.657277 0.1 0.0 0.2
H -3.192137 -3.112587 0.090209 0.0 -0.2 -0.3
C -1.430467 -4.755386 -1.095929 0.0 0.0 0.0
H -0.418628 -5.165592 -1.190724 -0.2 0.0 0.0
H -1.890036 -5.083183 -0.158368 0.2 0.0 -0.3
H -2.033002 -5.190459 -1.910144 0.2 0.2 0.2
Pt 0.300108 0.239345 -0.146425 -1.1 -0.5 -0.4
C 1.599699 0.124599 1.138640 3.7 -0.6 4.0
O 2.458808 0.067968 1.923157 -2.1 0.3 -2.0
N -2.340668 0.064073 -1.415968 -2.4 1.0 -3.7
C -2.907767 0.240306 -2.449823 3.1 -0.3 4.1
C -3.107456 0.583994 -3.807208 -0.2 0.1 -0.6
C -4.385630 0.690411 -4.364550 0.3 -0.1 -0.3
C -1.919371 0.821395 -4.534401 -0.3 -0.2 0.2
C -4.462014 0.966004 -5.730235 0.6 0.0 0.2
H -5.267632 0.524078 -3.734950 0.4 0.1 -0.4
C -1.994345 1.155143 -5.874190 -0.8 -0.3 0.4
H -0.959558 0.701568 -4.031606 -0.2 0.1 -0.1
C -3.271739 1.164139 -6.457906 -0.2 0.3 -0.1
H -5.438752 1.026323 -6.207322 0.3 0.0 0.0
H -1.072256 1.377450 -6.407262 -0.4 -0.1 -0.2
H -3.346874 1.360855 -7.520122 -0.1 0.0 0.0
C 0.566836 0.949433 4.592339 0.5 -0.2 0.1
N -0.351332 1.993867 4.183796 -0.6 0.3 -0.8
C -0.426607 3.244975 4.778093 0.0 -0.3 0.0
C -1.507633 3.868528 4.268465 -0.2 -0.2 -0.1
N -2.089060 3.004738 3.357825 0.8 -0.5 -0.2
C -3.356542 3.255970 2.702876 -0.5 0.3 -0.3
C -1.327360 1.871322 3.227926 -0.1 0.6 0.9
Se -1.594492 0.472671 1.994973 -0.1 0.0 0.6
H 0.576857 0.885363 5.689556 -0.1 0.0 -0.4
H 1.583303 1.170240 4.242506 -0.3 -0.1 0.0
H 0.229595 -0.005250 4.178093 0.1 0.3 0.1
H 0.288268 3.559555 5.522178 -0.1 0.0 -0.1
H -1.931969 4.838790 4.473158 0.1 -0.1 0.0
H -4.097814 3.568168 3.451938 0.3 -0.2 -0.2
H -3.257365 4.061614 1.962457 0.0 -0.3 0.2
H -3.701819 2.341230 2.210246 0.2 0.2 0.1
```
Positions in Å, forces in eV/Å.

frontier orbital gap (alpha / beta) = 6.75 / 5.40 eV
2S+1 = 3
total charge = +1
HOMO level (alpha / beta) = -8.73 / -8.71 eV